Computed, not measured: one molecule with the formula C20H28BrN3O3S, with ωB97M-V/def2-TZVPD.

Geometry as XYZ:
```
56
Properties=species:S:1:pos:R:3:nbo_charge:R:1
O 2.7900 -0.2119 -1.1453 -0.6679
C 2.6887 -0.7911 -2.2127 0.7547
N 1.4622 -0.9293 -2.8204 -0.4609
C 0.2696 -0.7057 -2.1506 0.2579
C -0.0519 -1.0133 -0.8419 -0.3629
C -1.3190 -0.6930 -0.3772 -0.2051
C -2.2311 -0.0796 -1.2158 -0.0975
C -1.9465 0.1590 -2.5591 -0.2017
C -0.6964 -0.1780 -3.0190 -0.0403
C -0.1099 -0.0858 -4.3977 -0.4308
H -0.7645 -0.5174 -5.1533 0.2306
H 0.0744 0.9579 -4.6638 0.2231
C 1.2080 -0.8749 -4.2576 -0.1981
H 2.0345 -0.3875 -4.7749 0.2136
H 1.0910 -1.8923 -4.6465 0.2002
H -2.6934 0.5831 -3.2123 0.2314
Br -3.9341 0.4022 -0.5364 0.0615
H -1.5832 -0.9692 0.6309 0.2555
S 0.9749 -2.0635 0.2126 2.3324
O 0.0441 -2.8020 1.0132 -0.9454
O 1.8781 -2.7990 -0.6225 -0.9437
N 1.8472 -1.1039 1.2316 -0.8476
H 2.5518 -0.6022 0.7055 0.4331
C 1.0377 -0.2633 2.0898 -0.2450
C 1.8755 0.3600 3.2009 -0.4293
H 2.4804 1.1710 2.7917 0.1995
H 2.5543 -0.4050 3.5809 0.2191
C 1.0371 0.8764 4.3894 -0.1912
N 0.1208 1.9682 4.1683 -0.4595
C 0.7014 3.1655 3.6014 -0.2168
C -0.2124 4.3558 3.8904 -0.3999
C -1.6012 4.1009 3.3138 -0.3969
C -2.1397 2.7844 3.8639 -0.4009
C -1.1530 1.6584 3.5568 -0.2142
H -1.5203 0.7166 3.9698 0.2023
H -1.0825 1.5497 2.4598 0.1556
H -2.2593 2.8641 4.9451 0.2018
H -3.1100 2.5526 3.4218 0.2065
H -2.2735 4.9225 3.5676 0.2080
H -1.5394 4.0413 2.2241 0.1927
H -0.2885 4.4829 4.9712 0.2019
H 0.2197 5.2634 3.4648 0.2038
H 1.6787 3.3289 4.0625 0.2002
H 0.8453 3.0794 2.5082 0.1572
H 1.7410 1.2081 5.1619 0.1956
H 0.4607 0.0436 4.8002 0.1957
H 0.2803 -0.9253 2.5160 0.2186
H 0.5380 0.5205 1.5041 0.1822
C 3.8404 -1.3567 -2.9417 -0.3545
C 4.8720 -2.0547 -2.0791 -0.3688
C 5.1962 -0.7420 -2.6898 -0.3952
H 5.2155 0.1235 -2.0449 0.2332
H 5.8885 -0.7023 -3.5171 0.2186
H 4.6564 -2.0984 -1.0235 0.2395
H 5.3208 -2.9491 -2.4817 0.2208
H 3.6351 -1.7867 -3.9106 0.2272
```

Results
Orbital gap = 8.670 eV
2S+1 = 1
Structure (SMILES) = O=C(C1CC1)N1CCc2cc(Br)cc(S(=O)(=O)NCCCN3CCCCC3)c21
Relative energy (zero: lowest compared OMol25 entry of this formula, charge and spin) = 0.000 eV
Largest force on an atom = 0.017 Eh/bohr